Arrangement A

The molecule C4H9N3O2. Source: the OMol25 dataset; level of theory: ωB97M-V with the def2-TZVPD basis set.

Structure (XYZ):
```
18
Properties=species:S:1:pos:R:3
N 1.722 1.255 -0.495
C 2.037 0.164 0.518
C 1.479 -1.127 0.079
O 2.120 -2.147 0.052
N 0.131 -1.211 -0.119
C -0.803 -0.076 -0.318
C -2.230 -0.537 -0.053
N -3.109 0.446 0.369
O -2.485 -1.679 -0.224
H 2.025 2.349 -0.136
H 2.213 1.135 -1.410
H 1.750 0.539 1.711
H 3.077 -0.047 0.557
H -0.258 -1.830 -0.534
H -0.343 0.619 0.543
H -0.477 0.358 -1.187
H -4.005 0.347 0.294
H -2.844 1.444 0.352
```

- Kohn-Sham gap: 10.06 eV
- 2S+1: 1
- Molecular weight: 131.135 g/mol
- SMILES: NCC(=O)NCC(N)=O
- LUMO level: 0.501 eV
- HOMO: -0.351 hartree

=====

Arrangement B

A structure of composition C4H9N3O2. Source: the OMol25 dataset; level of theory: ωB97M-V with the def2-TZVPD basis set.

Structure (XYZ):
```
18
Properties=species:S:1:pos:R:3
C -0.461 1.433 1.298
C -0.435 0.427 0.146
C -1.406 -0.098 -0.440
C 0.910 0.052 -0.276
H 0.151 -0.275 2.583
H 1.414 0.588 2.184
H 0.015 2.435 0.800
H -1.765 1.521 1.824
H -1.200 -0.912 -1.212
H -3.210 0.602 0.765
H -3.447 -0.525 -0.467
H 2.257 -1.285 -1.204
H 0.138 -1.558 -3.133
N 0.362 0.884 2.539
N -2.704 0.105 -0.094
N 1.393 -0.868 -1.369
O 1.899 0.373 0.455
O 0.682 -1.912 -2.210
```

- Kohn-Sham gap: 9.10 eV
- 2S+1: 1
- Molecular weight: 131.135 g/mol
- LUMO level: 0.282 eV
- HOMO: -0.324 hartree

=====

Computed relative energies in units of kJ/mol: arrangement A 0.0; arrangement B 390.0

=====

Arrangement A

The molecule C18H23N3O4S. Source: the OMol25 dataset; level of theory: ωB97M-V with the def2-TZVPD basis set.

Structure (XYZ):
```
49
Properties=species:S:1:pos:R:3
C 0.448 2.875 1.590
O 0.475 2.809 0.188
C 0.398 1.489 -0.289
C 0.510 1.524 -1.817
N 0.154 0.248 -2.372
C 0.947 -0.865 -2.327
S 2.591 -0.832 -1.759
C 2.798 -2.601 -1.353
C 2.856 -2.754 0.155
O 3.820 -3.245 0.693
C 1.717 -2.193 0.919
C 0.400 -2.218 0.460
C -0.607 -1.665 1.224
C -0.326 -1.072 2.450
C 0.995 -1.035 2.914
C 1.999 -1.612 2.153
O 1.335 -0.450 4.103
C 0.311 0.333 4.676
C -1.040 -0.368 4.542
O -1.361 -0.553 3.179
N 0.303 -1.913 -2.759
N -0.931 -1.507 -3.097
C -1.035 -0.229 -2.870
C -2.278 0.535 -3.175
C -2.046 1.554 -4.295
C -2.889 1.189 -1.933
H 1.300 2.337 2.025
H 0.510 3.929 1.853
H -0.484 2.451 1.985
H -0.560 1.030 0.005
H 1.207 0.875 0.135
H -0.152 2.298 -2.204
H 1.537 1.765 -2.104
H 1.952 -3.114 -1.809
H 3.735 -2.939 -1.794
H 0.147 -2.702 -0.470
H -1.633 -1.696 0.894
H 3.013 -1.594 2.520
H 0.580 0.474 5.724
H 0.263 1.311 4.176
H -1.842 0.233 4.971
H -0.996 -1.342 5.047
H -2.978 -0.222 -3.543
H -1.380 2.354 -3.981
H -1.611 1.064 -5.163
H -2.994 1.997 -4.587
H -3.874 1.580 -2.178
H -3.002 0.456 -1.137
H -2.280 2.012 -1.568
```

- Kohn-Sham gap: 8.89 eV
- 2S+1: 1
- Molecular weight: 377.466 g/mol
- SMILES: COCCn1c(SCC(=O)c2ccc3c(c2)OCCO3)nnc1C(C)C
- LUMO level: 0.435 eV
- HOMO: -0.311 hartree

=====

Arrangement B

A structure of composition C18H23N3O4S. Source: the OMol25 dataset; level of theory: ωB97M-V with the def2-TZVPD basis set.

Structure (XYZ):
```
49
Properties=species:S:1:pos:R:3
C 4.150 0.141 1.321
O 3.718 0.858 0.148
C 2.451 1.461 0.175
C 2.078 2.308 -0.783
C 0.816 2.777 -0.996
C -0.274 2.524 0.093
C -0.057 1.496 1.152
C 1.244 1.010 0.961
O 1.475 0.032 1.906
C 0.620 -0.302 3.005
H -0.407 -0.468 2.629
H 0.262 0.742 3.495
H 1.075 -1.178 3.546
H -0.736 1.419 1.697
C -1.568 3.274 -0.147
H -2.143 3.130 1.061
H -1.383 4.201 -0.122
C -2.465 2.714 -1.104
N -2.341 1.444 -1.406
C -2.962 0.594 -0.361
N -3.604 0.809 0.612
H -3.532 1.817 1.265
H -3.591 0.152 1.405
N -2.994 -0.777 -0.604
S -1.970 -1.665 -0.086
O -2.309 -3.154 -0.105
O -2.046 -1.542 1.511
C -0.259 -1.498 -0.486
C 0.560 -2.567 0.181
C 1.971 -2.546 -0.340
C 2.312 -1.513 -1.471
C 1.312 -0.771 -2.046
C 0.075 -0.715 -1.422
H -0.703 -0.178 -1.844
H 1.585 -0.110 -2.688
C 3.737 -1.390 -1.924
H 4.197 -0.647 -1.852
H 3.682 -1.630 -2.782
H 4.269 -2.372 -1.554
H 2.554 -3.061 0.091
H 0.415 -3.299 1.000
H -2.960 -0.947 -1.523
H -3.544 3.120 -1.041
H -2.066 3.011 -2.096
H 0.515 3.775 -1.663
H 2.980 2.546 -1.439
H 4.090 0.585 2.216
H 5.287 -0.138 1.036
H 3.648 -0.742 1.240
```

- Kohn-Sham gap: 7.78 eV
- 2S+1: 1
- Molecular weight: 377.466 g/mol
- LUMO level: 0.105 eV
- HOMO: -0.282 hartree

=====

Computed relative energies in units of kJ/mol: arrangement A 0.0; arrangement B 1811.0

=====

Arrangement A

A cluster of 2 separate species, C3H3IO in total. Source: the OMol25 dataset; level of theory: ωB97M-V with the def2-TZVPD basis set.

Structure (XYZ):
```
8
Properties=species:S:1:pos:R:3
C 1.062 -0.269 1.724
C 0.394 0.324 0.901
C -0.622 0.949 0.129
O -1.351 0.325 -0.587
H 1.548 -0.909 2.446
H -0.749 2.030 0.375
I 0.450 -1.686 -2.669
H -0.733 -0.764 -2.319
```

- Kohn-Sham gap: 9.34 eV
- 2S+1: 1
- Molecular weight: 181.960 g/mol
- SMILES: C#CC=O.I
- LUMO level: -0.322 eV
- HOMO: -0.355 hartree

=====

Arrangement B

The molecule C3H3IO. Source: the OMol25 dataset; level of theory: ωB97M-V with the def2-TZVPD basis set.

Structure (XYZ):
```
8
Properties=species:S:1:pos:R:3
C -2.016 0.185 0.423
C -0.830 0.168 0.462
C 0.999 -0.250 0.176
O 1.565 0.802 -0.532
I 1.048 -2.013 -0.912
H -3.010 0.608 0.497
H 1.224 -0.281 1.212
H 1.021 0.781 -1.324
```

- Kohn-Sham gap: 9.94 eV
- 2S+1: 1
- Molecular weight: 181.960 g/mol
- SMILES: C#C[C@H](O)I
- LUMO level: 0.131 eV
- HOMO: -0.361 hartree

=====

Computed relative energies in units of kJ/mol: arrangement A 0.0; arrangement B 117.8

=====

Arrangement A

The molecule C3H3N3O2. Source: the OMol25 dataset; level of theory: ωB97M-V with the def2-TZVPD basis set.

Structure (XYZ):
```
11
Properties=species:S:1:pos:R:3
O -0.634 1.577 0.114
C 0.112 0.624 0.210
N 1.442 0.847 -0.211
N 2.100 -0.466 -0.159
N 1.214 -1.231 0.032
C -0.073 -0.664 0.313
C -1.430 -1.096 -0.004
O -2.328 -0.027 -0.211
H 2.119 1.750 0.230
H -1.725 -2.202 0.096
H -1.650 0.823 -0.288
```

- Kohn-Sham gap: 8.70 eV
- 2S+1: 1
- Molecular weight: 113.076 g/mol
- SMILES: O=C1NN=N/C1=C/O
- LUMO level: -1.017 eV
- HOMO: -0.357 hartree

=====

Arrangement B

The molecule C3H3N3O2. Source: the OMol25 dataset; level of theory: ωB97M-V with the def2-TZVPD basis set.

Structure (XYZ):
```
11
Properties=species:S:1:pos:R:3
N -0.913 1.462 0.777
C 0.353 1.163 0.352
O 1.244 1.965 0.328
C 0.574 -0.252 -0.177
C -0.425 -1.132 -0.697
N 0.160 -2.256 -1.006
O 1.463 -2.119 -0.736
N 1.727 -0.884 -0.252
H -1.629 0.682 0.910
H -1.072 2.314 1.268
H -1.482 -0.944 -0.767
```

- Kohn-Sham gap: 10.88 eV
- 2S+1: 1
- Molecular weight: 113.076 g/mol
- SMILES: NC(=O)c1cnon1
- LUMO level: 0.195 eV
- HOMO: -0.393 hartree

=====

Arrangement C

A structure of composition C3H3N3O2. Source: the OMol25 dataset; level of theory: ωB97M-V with the def2-TZVPD basis set.

Structure (XYZ):
```
11
Properties=species:S:1:pos:R:3
C 0.242 0.368 0.191
C -1.044 0.510 -0.459
C 0.867 -0.684 -0.577
H 0.441 0.671 3.322
H -1.980 0.925 -0.185
H -0.027 -1.635 -2.412
N 0.540 0.453 1.406
N -1.108 -0.067 -1.620
N 0.277 -0.475 -1.844
O 0.014 1.428 2.270
O 1.779 -1.494 -0.093
```

- Kohn-Sham gap: 8.78 eV
- 2S+1: 1
- Molecular weight: 113.076 g/mol
- LUMO level: -1.077 eV
- HOMO: -0.362 hartree

=====

Computed relative energies in units of kJ/mol: arrangement A 200.4; arrangement B 0.0; arrangement C 506.6